## 1
Here is a cluster of 2 separate species, C5H12NO2 in total from OMol25. Energies are from the ωB97M-V functional and the def2-TZVPD basis.

Element x y z (Å)
C (0.829, -0.185, 1.314)
O (0.716, -0.556, 2.587)
C (-0.411, -0.470, 0.403)
C (-0.080, -0.196, -1.070)
C (-1.081, 0.747, -1.692)
C (-2.122, 0.356, -2.431)
N (-0.765, 2.088, -1.452)
H (1.652, -0.685, 0.701)
H (1.067, 0.909, 1.222)
H (-1.243, 0.083, 0.849)
H (-0.624, -1.529, 0.576)
H (0.911, 0.265, -1.101)
H (-0.010, -1.109, -1.659)
H (-2.845, 1.016, -2.897)
H (-2.382, -0.694, -2.488)
H (-0.148, 2.212, -0.667)
H (-1.547, 2.719, -1.419)
H (2.046, -1.214, 3.237)
H (3.130, -2.046, 2.562)
O (2.906, -1.709, 3.426)

Results
Total charge   -1
Kohn-Sham gap   6.96 eV
Spin multiplicity   1

Atomic charges from the Löwdin analysis, expressed in e, are listed below: -0.5312, -0.3063, -0.2033, -0.1877, -0.4508, -0.0106, 0.0839, 0.0920, 0.0858, 0.1027, 0.0984, 0.0990, 0.1044, 0.0314, 0.0397, 0.0732, 0.0790, -0.0270, -0.0175, -0.1551

***

## 2
Here is a structure of composition C5H12NO2 from OMol25. Energies are from the ωB97M-V functional and the def2-TZVPD basis.

Element x y z (Å)
C (-1.007, 1.330, 1.119)
C (-0.460, 0.538, -0.084)
C (1.329, 0.719, 0.203)
C (2.123, -0.348, -0.513)
O (3.520, 0.015, -0.712)
N (-0.631, -0.887, -0.052)
C (-2.117, -1.159, 0.269)
O (-2.980, -0.422, -0.383)
H (-0.509, 2.307, 1.067)
H (-2.079, 1.479, 1.047)
H (-0.694, 0.860, 2.046)
H (-1.029, 0.937, -0.934)
H (0.696, 1.107, -0.538)
H (1.904, 1.447, 0.776)
H (2.074, -1.391, -0.197)
H (1.736, -0.385, -1.536)
H (3.494, 0.975, -0.597)
H (-0.059, -1.190, 0.726)
H (-2.211, -2.255, 0.098)
H (-2.170, -0.989, 1.381)

Results
Total charge   -1
Kohn-Sham gap   6.40 eV
Spin multiplicity   1

Atomic charges from the Löwdin analysis, expressed in e, are listed below: -0.1010, -0.3438, -0.1182, -0.3147, -0.1194, -0.0451, -0.5647, -0.3016, 0.0646, 0.0654, 0.0714, 0.1397, 0.0111, 0.0856, 0.0933, 0.1008, 0.0524, 0.0789, 0.0730, 0.0725

***

## 3
Here is a structure of composition C5H12NO2 from OMol25. Energies are from the ωB97M-V functional and the def2-TZVPD basis.

Element x y z (Å)
C (0.757, -0.522, -2.013)
O (-0.023, -0.665, -3.121)
C (-0.199, -0.230, -0.735)
C (0.642, -0.495, 0.514)
C (-0.164, -0.325, 1.761)
C (-0.759, -1.353, 2.349)
N (-0.860, 1.035, -0.838)
H (1.600, 0.191, -1.944)
H (1.140, -1.490, -1.645)
H (-0.884, -1.083, -0.857)
H (1.085, -1.490, 0.449)
H (1.498, 0.185, 0.521)
H (-0.489, 0.682, 1.999)
H (-0.581, -2.356, 1.966)
H (-1.383, -1.230, 3.225)
H (-1.751, 1.059, -1.286)
H (-0.021, 0.360, -2.688)
H (-0.685, 1.671, -0.046)
H (0.706, 3.477, 1.155)
O (0.373, 2.580, 1.234)

Results
Total charge   -1
Kohn-Sham gap   6.97 eV
Spin multiplicity   1

Atomic charges from the Löwdin analysis, expressed in e, are listed below: -0.3965, -0.0855, -0.3883, -0.2030, -0.1904, -0.0321, 0.0520, 0.1294, 0.1033, 0.1317, 0.0995, 0.1094, 0.0668, 0.0412, 0.0328, 0.0600, 0.1501, 0.0239, -0.1735, -0.5308

***

1 is preferred energetically. Next in line: 3.030 eV higher.

***

## 1
Here is an isolated molecule of C7H12N2O5 from OMol25. Energies are from the ωB97M-V functional and the def2-TZVPD basis.

Element x y z (Å)
N (-2.026, -2.072, -0.513)
C (-0.820, -1.284, -0.535)
C (-1.073, -0.012, -1.331)
C (-1.758, 1.220, -0.672)
C (-0.783, 2.003, 0.092)
O (0.410, 2.116, -0.182)
O (-1.431, 2.621, 1.091)
C (-0.386, -0.924, 0.919)
O (-1.150, -1.062, 1.863)
N (0.845, -0.460, 1.079)
C (2.088, -0.905, 0.445)
C (3.181, 0.097, 0.014)
O (4.230, -0.428, -0.233)
O (2.904, 1.340, -0.160)
H (-2.774, -1.819, 0.140)
H (-1.653, -2.963, -0.167)
H (-0.097, -1.869, -1.125)
H (-0.147, 0.461, -1.597)
H (-1.714, -0.187, -2.202)
H (-2.505, 0.766, -0.033)
H (-2.247, 1.919, -1.344)
H (-0.645, 3.017, 1.585)
H (0.996, -0.103, 2.051)
H (1.934, -1.481, -0.389)
H (2.682, -1.448, 1.305)
H (1.939, 1.457, -0.103)

Results
SMILES string   N[C@@H](CCC(=O)O)C(=O)NCC(=O)O
Kohn-Sham gap   10.20 eV
Spin multiplicity   1

Atomic charges from the Löwdin analysis, expressed in e, are listed below: 0.0401, -0.3147, -0.1259, -0.0835, -0.5051, 0.0616, 0.1301, -0.4786, 0.0701, 0.0727, -0.0509, -0.5667, 0.1015, 0.1643, 0.0874, 0.0883, 0.1469, 0.0997, 0.1247, 0.1253, 0.1418, 0.1684, 0.1801, 0.0938, 0.1764, 0.0521

***

## 2
Here is an isolated molecule of C7H12N2O5 from OMol25. Energies are from the ωB97M-V functional and the def2-TZVPD basis.

Element x y z (Å)
C (-2.591, 2.038, 2.043)
O (-1.621, 1.020, 1.874)
C (-0.677, 1.191, 0.892)
O (-0.601, 2.168, 0.178)
C (0.188, -0.043, 0.603)
C (-0.314, -0.681, -0.804)
C (-0.321, -2.209, -0.626)
O (0.679, -0.386, -1.838)
N (1.943, -0.381, -1.182)
C (2.881, 0.150, -2.093)
C (1.545, 0.394, 0.344)
N (2.476, -0.013, 1.294)
O (3.636, 0.220, 1.067)
O (2.109, -0.696, 2.252)
H (-3.454, 1.453, 2.613)
H (-2.902, 2.420, 1.066)
H (-2.226, 2.814, 2.747)
H (0.237, -0.880, 1.300)
H (-1.315, -0.288, -1.224)
H (0.710, -2.636, -0.361)
H (-0.572, -2.669, -1.669)
H (-1.089, -2.487, 0.182)
H (2.661, 1.224, -2.493)
H (3.801, 0.188, -1.551)
H (2.933, -0.607, -2.897)
H (1.707, 1.545, 0.063)

Results
SMILES string   COC(=O)[C@H]1[C@H](C)ON(C)[C@@H]1[N+](=O)[O-]
Kohn-Sham gap   8.37 eV
Spin multiplicity   1

Atomic charges from the Löwdin analysis, expressed in e, are listed below: -0.0648, -0.0530, -0.4122, 0.1134, -0.1198, -0.2583, -0.0640, -0.1165, -0.0928, -0.1003, -0.1093, -0.3717, 0.1055, 0.0835, 0.1339, 0.0892, 0.0982, 0.1373, 0.1779, 0.1034, 0.1080, 0.1037, 0.1215, 0.0659, 0.1023, 0.2189

***

1 is preferred energetically. Next in line: 6.647 eV higher.

***

## 1
Here is a cluster of 2 separate species, C5H2N in total from OMol25. Energies are from the ωB97M-V functional and the def2-TZVPD basis.

Element x y z (Å)
C (-1.025, -1.166, -1.202)
C (-2.042, -1.619, -0.785)
C (0.870, 1.043, 2.469)
C (0.894, 0.558, 1.389)
C (0.088, -0.229, -1.583)
N (0.991, 0.238, -0.936)
H (0.243, 1.212, 3.329)
H (-0.018, -0.036, -2.681)

Results
Total charge   +1
Kohn-Sham gap (alpha / beta)   7.54 / 7.26 eV
Spin multiplicity   1

Atomic charges from the Löwdin analysis, expressed in e, are listed below: -0.1052, 0.3261, 0.1667, 0.1830, -0.1703, 0.3110, 0.0884, 0.2004

***

## 2
Here is a cluster of 2 separate species, C5H2N in total from OMol25. Energies are from the ωB97M-V functional and the def2-TZVPD basis.

Element x y z (Å)
C (1.983, -1.063, 0.024)
C (3.269, -1.115, -0.040)
C (-2.375, 1.407, 0.132)
C (-1.255, 0.920, -0.049)
C (0.719, -0.300, -0.011)
N (-0.124, 0.503, 0.036)
H (-3.221, 1.822, -0.284)
H (1.004, -2.174, 0.193)

Results
Total charge   +1
Kohn-Sham gap   8.19 eV
Spin multiplicity   1

Atomic charges from the Löwdin analysis, expressed in e, are listed below: -0.1421, 0.2910, 0.3181, -0.1269, 0.0915, 0.1836, 0.0572, 0.3276

***

2 is preferred energetically. Next in line: 4.721 eV higher.

***

## 1
Here is an isolated molecule of C3H7N3S from OMol25. Energies are from the ωB97M-V functional and the def2-TZVPD basis.

Element x y z (Å)
H (-1.827, -2.024, 0.038)
N (-2.035, -1.196, 0.562)
C (-1.258, -0.256, 0.261)
S (-1.317, 1.245, 1.205)
C (0.303, 1.802, 0.529)
C (0.783, 0.372, -0.147)
N (-0.311, -0.252, -0.777)
N (0.183, -1.582, -1.093)
H (0.040, 2.850, -0.046)
H (1.102, 1.990, 1.422)
H (0.879, -0.362, 0.829)
H (1.602, 0.728, -0.857)
H (1.165, -1.369, -1.698)
H (0.692, -1.945, -0.229)

Results
SMILES string   [H]/N=C1/SCCN1N
Kohn-Sham gap   9.63 eV
Spin multiplicity   1

Atomic charges from the Löwdin analysis, expressed in e, are listed below: 0.0314, 0.1001, -0.7898, 0.8919, -0.4464, -0.3073, -0.2368, 0.0041, 0.1098, 0.1061, 0.1613, 0.1332, 0.1610, 0.0815

***

## 2
Here is a structure of composition C3H7N3S from OMol25. Energies are from the ωB97M-V functional and the def2-TZVPD basis.

Element x y z (Å)
C (0.140, -0.638, 0.000)
C (-2.630, 1.121, 0.039)
C (2.616, -0.378, 0.033)
N (-0.333, 0.477, 0.426)
N (-1.678, 0.099, 0.520)
N (1.390, -1.169, -0.195)
S (-1.380, -1.438, -0.253)
H (-2.752, 1.397, -1.057)
H (-3.561, 1.063, 0.417)
H (-2.145, 2.066, 0.379)
H (2.743, 0.127, 0.930)
H (3.453, -1.012, -0.105)
H (2.693, 0.379, -0.723)
H (1.443, -2.093, -0.412)

Results
Kohn-Sham gap   8.50 eV
Spin multiplicity   1

Atomic charges from the Löwdin analysis, expressed in e, are listed below: -0.6947, -0.1269, -0.0601, -0.0229, -0.4816, -0.0256, 0.9331, 0.0928, 0.0201, 0.0876, 0.0571, 0.0706, 0.0759, 0.0746

***

## 3
Here is an isolated molecule of C3H7N3S from OMol25. Energies are from the ωB97M-V functional and the def2-TZVPD basis.

Element x y z (Å)
C (2.665, -0.138, -0.447)
N (1.355, -0.151, 0.186)
N (0.901, 1.010, 0.811)
C (0.537, -1.206, 0.071)
N (-0.688, -1.303, 0.472)
C (-1.651, -0.372, 0.433)
S (-1.868, 0.835, -0.680)
H (2.665, 0.566, -1.287)
H (3.420, 0.166, 0.288)
H (2.910, -1.134, -0.803)
H (0.301, 1.521, 0.159)
H (1.717, 1.563, 1.075)
H (1.019, -2.090, -0.353)
H (-2.423, -0.539, 1.178)

Results
SMILES string   CN(N)/C=N\C=S
Kohn-Sham gap   8.63 eV
Spin multiplicity   1

Atomic charges from the Löwdin analysis, expressed in e, are listed below: -0.0334, -0.2214, 0.0729, -0.1879, 0.0059, -0.7337, 0.5503, 0.0966, 0.0902, 0.0832, 0.0059, 0.0939, 0.1336, 0.0441

***

3 is preferred energetically. Next in line: 1.308 eV higher.